(1)
94
Properties=species:S:1:pos:R:3:forces:R:3 method="wB97M-V/def2-TZVPD" multiplicity=2 charge=-1 homo_lumo_gap_ev="6.15 / 5.59" e_homo_ev="-3.70 / -3.14"
Mn -0.7647 -0.4630 -1.2164 -0.159 -0.863 1.209
C -0.2585 1.1474 4.1307 0.002 -0.030 -0.036
C -0.4928 -0.2086 4.8101 0.016 -0.014 -0.032
C 0.8431 -0.7195 5.3706 0.038 0.006 0.002
C -1.4723 -0.0033 5.9743 -0.138 0.020 0.039
C -1.0476 -1.2436 3.8209 0.078 0.095 0.136
C -1.6408 -2.4280 4.3004 0.089 0.000 -0.071
C -2.1890 -3.3629 3.4427 -0.023 0.074 -0.091
C -2.1388 -3.1086 2.0736 -0.093 -0.237 -0.033
S -2.8406 -3.9690 0.7449 -0.309 -0.473 -0.067
C -2.2490 -2.7473 -0.3580 -1.082 -1.266 -0.991
N -1.5509 -1.8344 0.1885 1.140 1.377 0.938
C -1.5117 -1.9769 1.5720 0.290 0.442 0.080
C -0.9721 -1.0437 2.4524 -0.211 0.246 0.061
C -2.5937 -2.6509 -1.7656 -0.004 -0.123 0.101
C -3.4041 -3.5874 -2.4196 -0.063 -0.144 0.110
C -3.7754 -3.3560 -3.7249 0.007 0.115 -0.123
C -3.3338 -2.1787 -4.3553 -0.125 -0.210 -0.050
C -2.5243 -1.2756 -3.6958 0.099 -0.048 0.330
C -2.0998 -1.4706 -2.3549 -0.013 0.160 -0.262
H 0.0639 1.8799 4.8796 -0.040 -0.070 -0.076
H -1.1714 1.5224 3.6515 0.136 -0.025 0.068
H 0.5243 1.0959 3.3664 -0.140 -0.004 0.175
H 1.2456 -0.0153 6.1107 -0.069 -0.073 -0.075
H 1.5774 -0.8270 4.5672 -0.381 0.106 0.466
H 0.7149 -1.6939 5.8536 0.002 0.057 0.007
H -1.1684 0.8700 6.5615 -0.020 -0.103 -0.034
H -1.4928 -0.8636 6.6513 -0.020 0.074 -0.089
H -2.4900 0.1665 5.6070 0.110 0.023 0.044
H -1.6910 -2.6150 5.3676 0.007 0.044 -0.063
H -2.6765 -4.2507 3.8292 0.035 0.037 -0.031
H -0.5544 -0.1404 2.0233 -0.156 -0.079 0.138
H -3.7488 -4.4847 -1.9026 0.044 0.127 -0.075
H -4.4092 -4.0628 -4.2502 0.042 0.051 0.004
H -3.6378 -1.9786 -5.3820 0.023 -0.043 0.114
H -2.2167 -0.3822 -4.2281 0.062 0.042 0.036
O -0.3149 0.6357 -2.7088 0.154 0.869 -0.528
C 0.3157 0.4224 -3.7910 0.139 -0.087 -0.137
C 0.2763 1.4041 -4.8287 -0.057 -0.001 0.195
C 0.9581 1.2478 -6.0015 0.161 -0.039 -0.194
C 1.7309 0.1002 -6.2396 0.018 0.004 -0.021
C 1.7740 -0.8711 -5.2623 0.104 -0.071 -0.186
C 1.0879 -0.7503 -4.0537 -0.050 -0.285 0.301
C 1.1763 -1.8238 -3.0548 0.252 0.310 -0.677
N 0.6273 -1.8638 -1.8678 -0.283 -0.163 0.631
C 0.9918 -3.0594 -1.2837 -0.117 0.073 0.222
C 1.7774 -3.7659 -2.1326 0.011 0.100 -0.012
N 1.8985 -2.9617 -3.2443 0.164 -0.278 -0.322
H -0.3201 2.2891 -4.6385 0.018 -0.032 0.039
H 0.9068 2.0280 -6.7547 -0.004 -0.035 0.000
H 2.2763 -0.0274 -7.1665 -0.021 0.021 0.029
H 2.3744 -1.7584 -5.4560 -0.039 0.087 -0.004
H 0.6616 -3.3227 -0.2904 -0.001 0.020 -0.091
H 2.2553 -4.7298 -2.0521 -0.068 0.144 -0.018
H 2.3261 -3.2261 -4.1102 0.073 0.013 -0.016
C 3.9997 -0.1662 3.3117 0.133 0.176 -0.047
C 4.1116 1.0308 2.6089 -0.085 0.017 -0.076
C 3.2043 1.3374 1.6008 0.097 -0.031 0.031
C 2.1515 0.4721 1.2879 -0.181 -0.023 0.011
C 2.0650 -0.7224 1.9952 0.179 -0.376 -0.117
C 2.9839 -1.0470 2.9944 0.052 -0.109 -0.476
P 0.8654 0.8131 -0.0201 -0.073 0.291 -0.482
C 1.9678 1.6720 -1.2257 0.053 0.008 0.140
C 3.0054 0.9296 -1.7911 0.078 0.072 -0.103
C 3.8524 1.4954 -2.7385 -0.083 -0.027 0.102
C 3.6679 2.8147 -3.1379 -0.074 -0.095 0.058
C 2.6283 3.5539 -2.5906 -0.048 -0.061 -0.013
C 1.7823 2.9851 -1.6427 0.043 0.006 -0.061
C -0.1558 2.1685 0.6864 0.132 -0.251 -0.026
C 0.3140 3.1733 1.4805 0.108 0.533 0.253
C -0.5506 4.1898 1.9623 0.495 -0.172 -0.005
C -1.8728 4.1552 1.6428 -0.246 -0.029 -0.063
C -2.4011 3.1065 0.8519 0.078 -0.203 -0.118
C -3.7842 3.0409 0.5540 0.065 0.054 0.072
C -4.2584 1.9825 -0.1597 0.007 -0.326 -0.164
C -3.3870 0.9520 -0.6126 -0.350 0.100 -0.001
C -2.0253 0.9489 -0.4082 0.177 0.447 0.129
C -1.5367 2.0770 0.3567 -0.409 0.022 0.057
H 4.7093 -0.4104 4.0946 -0.016 0.024 -0.041
H 4.9173 1.7216 2.8384 -0.074 -0.050 -0.036
H 3.3367 2.2463 1.0285 -0.026 0.063 -0.012
H 1.2688 -1.4200 1.7480 0.248 0.053 0.038
H 2.9054 -1.9926 3.5203 -0.004 0.030 -0.112
H 3.1465 -0.1053 -1.4913 0.010 0.030 -0.016
H 4.6505 0.9021 -3.1728 -0.063 0.021 0.021
H 4.3170 3.2544 -3.8862 -0.012 -0.012 0.024
H 2.4634 4.5758 -2.9151 -0.006 -0.040 0.035
H 0.9625 3.5606 -1.2349 -0.020 0.048 0.017
H 1.3628 3.2063 1.7525 -0.006 0.037 0.007
H -0.1575 4.9889 2.5836 0.021 -0.082 -0.043
H -2.5470 4.9292 2.0062 0.050 -0.099 -0.047
H -4.4453 3.8240 0.9140 0.039 -0.017 -0.019
H -5.3215 1.9235 -0.3878 0.110 -0.034 0.019
H -3.8284 0.1256 -1.1639 -0.029 0.065 -0.008

=====

(2)
102
Properties=species:S:1:pos:R:3:forces:R:3 method="wB97M-V/def2-TZVPD" multiplicity=5 homo_lumo_gap_ev="5.45 / 5.79" e_homo_ev="-5.64 / -7.13"
Ir 1.5565 -1.7462 0.1068 -0.270 0.083 0.159
S -4.5494 -3.8173 3.3138 -0.123 -0.131 0.008
Sb -2.6708 -2.7647 3.9552 0.223 0.102 -0.043
S -0.1509 -1.3096 1.7182 0.204 0.287 0.022
S -1.4451 -2.8029 1.6065 -0.092 -0.150 0.011
I 3.9882 -0.4396 0.1863 -0.072 0.000 0.185
C 5.0195 -2.0940 -0.6160 0.042 -0.037 -0.076
C 5.8278 -1.7446 -1.6629 -0.054 0.127 0.034
C 6.7861 -2.6337 -2.1786 0.038 -0.080 0.017
C 6.9662 -3.8310 -1.5606 0.015 0.047 -0.046
C 6.1375 -4.2263 -0.4835 -0.024 -0.021 -0.002
C 6.4086 -5.4619 0.1507 -0.039 -0.004 0.045
C 5.6369 -5.8961 1.1829 0.053 -0.006 -0.036
C 4.4991 -5.1535 1.5347 -0.035 0.023 -0.039
C 4.1589 -3.9669 0.9306 0.031 -0.033 0.074
P 2.4247 -3.4188 1.2892 0.137 0.005 -0.237
C 1.4665 -4.9609 1.1194 -0.003 -0.019 0.037
C 1.3029 -5.9087 2.1290 0.011 -0.026 0.004
C 0.5051 -7.0230 1.9227 -0.001 0.008 -0.011
C -0.1242 -7.2117 0.6995 0.003 -0.021 0.027
C 0.0458 -6.2831 -0.3150 -0.010 0.016 -0.013
C 0.8263 -5.1570 -0.1025 -0.025 0.000 0.005
C 2.5185 -3.0782 3.0770 0.039 0.003 0.034
C 3.6548 -2.4500 3.5858 0.002 -0.063 0.041
C 3.7106 -2.0627 4.9157 -0.021 0.000 0.027
C 2.6310 -2.2996 5.7559 0.020 0.007 -0.009
C 1.4950 -2.9210 5.2585 0.004 -0.009 -0.019
C 1.4357 -3.3049 3.9267 -0.066 0.056 -0.037
C 5.0575 -3.4040 -0.0378 -0.046 0.034 -0.012
H 5.7596 -0.7479 -2.0782 0.000 -0.006 0.003
H 7.3999 -2.3341 -3.0170 0.005 -0.004 0.001
H 7.7462 -4.5116 -1.8787 0.002 0.008 -0.011
H 7.2515 -6.0441 -0.2009 -0.003 -0.004 -0.005
H 5.8514 -6.8271 1.6902 0.006 0.003 -0.001
H 3.8363 -5.5727 2.2788 -0.014 0.008 0.023
H 1.7763 -5.7748 3.0938 -0.010 0.018 -0.010
H 0.3633 -7.7362 2.7244 0.004 -0.007 -0.008
H -0.7594 -8.0744 0.5459 0.007 -0.004 -0.003
H -0.4534 -6.4155 -1.2659 -0.001 0.002 0.002
H 0.9105 -4.4052 -0.8788 0.007 -0.006 0.002
H 4.5091 -2.2684 2.9449 -0.006 -0.004 -0.015
H 4.6012 -1.5792 5.2968 -0.002 0.000 -0.001
H 2.6774 -2.0011 6.7954 -0.007 -0.001 -0.001
H 0.6426 -3.1075 5.8992 0.003 0.008 0.010
H 0.5298 -3.7698 3.5543 0.068 0.017 0.001
C -3.2580 1.7204 -1.8965 0.021 0.043 0.003
C -3.8195 3.0723 -1.4659 0.002 0.087 -0.010
As -4.2679 4.3163 -2.9610 -0.007 -0.057 0.014
C -4.0468 5.9601 -1.9284 -0.026 -0.022 0.005
C -2.9822 6.1927 -1.0574 -0.014 -0.020 0.016
C -2.9100 7.3703 -0.3302 0.002 0.013 0.001
C -3.9049 8.3313 -0.4608 -0.002 0.005 -0.001
C -4.9678 8.1108 -1.3217 0.005 -0.002 -0.003
C -5.0368 6.9297 -2.0508 0.008 0.027 -0.022
C -2.5593 4.2376 -3.9146 -0.014 0.039 -0.024
C -1.5675 5.2123 -3.8475 0.019 0.009 0.012
C -0.3779 5.0557 -4.5473 0.002 0.003 0.000
C -0.1577 3.9202 -5.3140 -0.003 -0.006 0.001
C -1.1518 2.9574 -5.4152 0.002 -0.001 -0.003
C -2.3511 3.1304 -4.7387 -0.002 0.000 -0.024
P -2.1984 0.9966 -0.6439 -0.063 0.097 -0.232
C -0.8268 2.1013 -0.3568 -0.021 -0.031 -0.047
C -0.1748 2.1421 0.8731 0.031 -0.112 0.090
C 0.9316 2.9593 1.0383 0.010 0.008 -0.005
C 1.3903 3.7315 -0.0204 -0.027 -0.006 -0.002
C 0.7451 3.6881 -1.2495 0.017 0.005 0.031
C -0.3599 2.8731 -1.4218 0.001 0.034 -0.044
C -3.1601 0.6894 0.8102 -0.031 -0.156 -0.023
C -3.2308 1.5901 1.8700 -0.073 0.176 -0.072
C -4.1061 1.3428 2.9150 -0.019 -0.029 0.059
C -4.8984 0.2038 2.9055 0.022 -0.012 -0.039
C -4.8380 -0.6913 1.8438 -0.021 0.089 0.008
C -3.9714 -0.4499 0.7934 0.043 -0.029 0.038
H -2.6476 1.7684 -2.8012 0.011 -0.005 0.019
H -4.0399 0.9822 -2.0889 -0.010 0.006 0.004
H -3.1237 3.5974 -0.8111 0.025 -0.029 -0.013
H -4.7436 2.9355 -0.9035 0.011 0.007 0.019
H -2.1922 5.4572 -0.9475 0.004 0.009 0.003
H -2.0764 7.5395 0.3398 -0.001 -0.003 0.000
H -3.8494 9.2494 0.1097 -0.001 -0.002 0.000
H -5.7469 8.8547 -1.4261 0.002 0.001 0.000
H -5.8719 6.7638 -2.7213 -0.001 -0.013 0.002
H -1.7140 6.1018 -3.2493 -0.007 -0.005 -0.005
H 0.3817 5.8257 -4.4886 -0.001 0.000 -0.002
H 0.7776 3.7920 -5.8429 0.001 0.001 -0.001
H -0.9989 2.0742 -6.0213 0.003 -0.002 0.007
H -3.1320 2.3867 -4.8587 -0.004 0.010 -0.006
H -0.5107 1.5186 1.6928 0.010 0.007 -0.033
H 1.4372 2.9850 1.9946 0.005 0.004 -0.002
H 2.2564 4.3676 0.1110 0.002 -0.006 0.003
H 1.1023 4.2801 -2.0816 0.000 -0.004 0.012
H -0.8342 2.8386 -2.3955 -0.007 -0.019 0.031
H -2.6278 2.4901 1.8761 -0.005 -0.050 -0.002
H -4.1565 2.0345 3.7453 -0.001 0.001 0.001
H -5.5553 -0.0084 3.7389 -0.009 0.016 -0.006
H -5.4252 -1.5983 1.8670 0.012 0.017 -0.018
H -3.8952 -1.1650 -0.0164 0.008 0.005 -0.001
O -0.6854 -0.5305 -3.4103 -0.030 0.117 -0.076
S -0.3891 -0.8912 -2.0634 0.230 -0.159 -0.118
O -0.3195 -2.2812 -1.7097 -0.325 -0.142 -0.164
O 0.6693 -0.1206 -1.4132 0.134 -0.046 0.073
O -1.7939 -0.4010 -1.2442 0.081 -0.091 0.408

=====

(3)
100
Properties=species:S:1:pos:R:3:forces:R:3 method="wB97M-V/def2-TZVPD" multiplicity=5 charge=-1 homo_lumo_gap_ev="6.55 / 6.55" e_homo_ev="-4.18 / -4.18"
Pm 1.2042 -0.2763 1.0993 0.071 -0.918 0.961
C 5.3951 -1.5770 1.2035 0.996 0.353 0.607
C 3.9528 -1.8655 0.9615 -1.021 -0.983 0.185
O 3.0524 -1.5401 1.8330 0.489 0.829 -0.357
C 3.6943 -2.6174 -0.1729 0.591 0.703 0.220
C 2.4250 -3.0981 -0.5509 -0.674 0.021 0.102
C 2.3278 -4.2462 -1.5202 -0.636 0.002 -0.115
N 1.3522 -2.5489 -0.0306 1.050 0.972 0.181
N 0.1761 -3.1464 -0.2783 -1.512 -1.084 -0.651
C -0.8745 -2.4691 0.0986 0.941 -1.259 -1.085
O -0.8572 -1.3223 0.6414 0.158 1.374 0.616
C -2.1716 -3.1540 -0.1432 -0.388 -0.293 -0.233
C -3.3137 -2.5050 0.3026 -0.561 -0.039 -0.073
C -4.5446 -3.1431 0.3099 -0.447 -0.068 0.088
C -4.6900 -4.4629 -0.1344 0.709 0.657 -0.104
C -3.5650 -5.0935 -0.6809 0.672 1.159 0.105
C -2.3137 -4.4233 -0.7391 -1.033 -0.166 0.790
H 5.5442 -0.5289 1.5300 -0.066 -0.544 -0.054
H 5.8606 -2.2662 1.9598 -0.580 0.638 -0.507
H 5.9139 -1.7294 0.2507 0.157 0.152 0.327
H 4.5824 -2.8540 -0.7368 -0.192 -0.357 -0.387
H 2.5991 -5.1822 -1.0046 -0.231 0.218 -0.229
H 1.2753 -4.2782 -1.8801 0.849 -0.293 0.119
H 3.0243 -4.1111 -2.3582 -0.111 0.029 0.207
H -3.2622 -1.4738 0.6240 0.241 -0.054 0.233
H -5.3979 -2.5776 0.7013 0.176 -0.339 -0.198
H -5.6633 -4.9331 -0.0911 0.074 -0.184 -0.017
H -3.6355 -6.0953 -1.0554 -0.040 -0.361 -0.213
H -1.4512 -4.9188 -1.1591 0.097 -0.003 0.071
C -0.6833 6.4625 4.5039 0.151 -0.768 -0.246
C 0.3044 6.0759 3.5837 -0.309 -0.255 0.262
C 0.3915 4.7523 3.1050 -0.008 0.783 0.318
C -0.5490 3.8065 3.4885 -0.699 0.144 0.621
C -1.5308 4.1654 4.4379 0.392 0.609 -0.405
C -1.5960 5.4802 4.9207 0.042 -0.490 -0.154
P -0.4781 2.1370 2.7679 0.221 -0.179 -0.493
C -2.2462 1.6185 2.7212 -0.275 -0.244 0.308
C -3.2252 2.4444 2.1319 -0.264 -1.099 0.084
C -4.5477 2.0009 2.0004 0.462 0.164 0.533
C -4.9669 0.7771 2.5491 0.425 -0.001 -0.535
C -3.9809 -0.0843 3.0290 0.918 0.621 0.286
C -2.6221 0.3313 3.1271 -1.035 -0.161 -0.109
C 0.3123 1.1444 4.0395 0.177 1.455 2.233
C 0.6184 1.6031 5.3579 -0.546 -1.351 -0.469
C 1.0535 0.6127 6.2408 -0.081 -0.302 -0.344
C 1.2324 -0.7482 5.8548 0.000 0.881 -0.088
C 1.1178 -1.0984 4.5169 -0.222 0.652 1.264
C 0.6397 -0.1149 3.6571 0.316 -1.717 -3.237
H -0.7013 7.4787 4.9221 -0.109 -0.504 -0.354
H 0.9979 6.8212 3.2213 0.211 -0.029 0.056
H 1.2281 4.4461 2.4783 -0.262 0.157 -0.142
H -2.2437 3.4168 4.7914 0.162 0.269 -0.176
H -2.4022 5.6838 5.6136 0.130 0.313 0.152
H -2.9572 3.4179 1.7592 0.098 0.256 -0.112
H -5.2335 2.6572 1.4845 -0.284 0.016 0.128
H -6.0284 0.4902 2.5388 0.592 0.067 -0.123
H -4.2158 -1.0873 3.3618 -0.155 0.029 0.061
H -1.8857 -0.3729 3.5320 -0.239 0.391 -0.247
H 0.4112 2.6241 5.6750 0.241 -0.206 0.048
H 1.2492 0.8839 7.2606 0.058 0.063 0.428
H 1.4812 -1.4957 6.5968 0.187 0.077 0.196
H 1.3738 -2.1053 4.1892 -0.060 0.210 -0.073
Cl -0.0832 2.0986 -0.6514 -0.368 0.145 -0.202
C -1.1744 1.7831 -1.9780 -1.425 0.143 -0.060
C -2.3951 2.5122 -2.0366 1.020 -0.492 -0.816
C -3.1765 2.4215 -3.1934 0.935 -0.854 0.121
C -2.8044 1.5408 -4.2252 0.964 -0.125 1.272
C -1.6860 0.7170 -4.0624 -0.342 0.539 0.593
C -0.8653 0.8089 -2.9266 0.120 0.629 -0.144
P 0.6365 -0.2066 -2.6395 0.035 0.153 -0.227
C 0.3812 -1.4884 -3.9125 0.191 -1.110 -0.781
C -0.6811 -2.4196 -3.7597 0.820 0.203 0.148
C -0.8351 -3.5080 -4.6054 0.420 0.151 -0.427
C 0.0416 -3.7207 -5.6919 -0.521 0.930 1.194
C 1.0618 -2.7892 -5.8565 0.410 0.066 -0.077
C 1.2756 -1.7083 -4.9804 -1.160 -0.265 0.184
C 1.9728 0.8414 -3.3673 0.829 -0.301 -0.331
C 3.2716 0.2538 -3.3873 -0.542 0.868 0.372
C 4.4004 1.0451 -3.6090 -0.490 0.062 -0.257
C 4.2723 2.4113 -3.8961 -0.790 -0.406 0.142
C 2.9916 2.9522 -3.9789 -0.177 -0.094 -0.061
C 1.8454 2.1813 -3.7476 -0.031 -0.280 0.353
H -2.6702 3.1625 -1.2227 0.034 0.118 0.087
H -4.0682 3.0024 -3.2843 -0.416 0.302 0.011
H -3.3556 1.4577 -5.1275 -0.587 0.048 -0.583
H -1.4348 -0.0211 -4.8009 0.000 -0.098 -0.317
H -1.3433 -2.3373 -2.9087 -0.115 0.117 0.081
H -1.6421 -4.1970 -4.4010 -0.061 -0.093 -0.057
H -0.1320 -4.5717 -6.3371 0.282 0.106 -0.139
H 1.7543 -2.8859 -6.6825 0.026 -0.119 -0.088
H 2.0904 -1.0115 -5.1563 -0.130 -0.241 -0.056
H 3.3528 -0.8098 -3.1612 0.227 0.277 0.143
H 5.3827 0.6072 -3.5544 0.160 -0.159 0.009
H 5.1320 3.0509 -4.0544 0.031 -0.148 0.057
H 2.8569 4.0022 -4.2056 0.079 0.035 -0.073
H 0.8441 2.6280 -3.8238 0.526 -0.097 0.131
O 4.6731 2.0824 0.5248 -3.845 -0.834 0.140
N 3.5027 1.6764 0.6527 -0.919 -1.901 2.210
O 2.7220 1.8639 1.8021 2.716 -0.216 -4.145
O 2.9285 0.7870 -0.1911 2.080 2.926 1.332